1.
Computed, not measured: a molecular structure, C6H9N3 in a non-equilibrium geometry, with ωB97M-V/def2-TZVPD.

The calculation puts the LUMO energy at 0.30 eV. Its molecular weight is 123.16 g/mol. For the total energy, the calculation gives -398.03456 Ha. The value obtained for the HOMO energy is -6.62 eV.

```
! RIJCOSX wB97M-V def2-TZVPD def2/J DEFGRID3
* xyz 0 1
H -0.43 -1.99 -0.07
H 1.44 1.12 3.15
H 2.35 0.62 1.18
N 0.58 1.24 2.57
C -1.02 0.83 0.67
H -1.83 1.05 1.46
H -0.11 2.02 3.35
C -1.37 0.60 -0.67
H -0.45 -1.19 -2.93
C 0.31 -1.64 -0.82
N -1.23 0.00 -1.78
H 0.93 -2.29 -1.51
C 1.46 -0.01 0.73
C 0.25 0.66 1.36
C 1.47 -0.71 -0.45
H 2.37 -0.87 -1.08
H -1.86 1.70 -0.81
N -0.63 -1.04 -1.88
*
```

***

2.
Computed, not measured: 2 unconnected molecules or ions with the total composition C6H9N3 in a non-equilibrium geometry, with ωB97M-V/def2-TZVPD.

The calculation puts the LUMO energy at -12.47 eV. Its molecular weight is 123.16 g/mol. For the total energy, the calculation gives -397.44449 Ha. The value obtained for the HOMO energy is -17.65 eV.

```
! RIJCOSX wB97M-V def2-TZVPD def2/J DEFGRID3
* xyz 2 1
C 3.62 0.98 -0.58
H 3.05 1.46 0.24
H 1.46 0.33 1.47
H -2.93 -0.24 -1.36
H 1.37 -2.31 0.53
N -0.66 -1.74 -0.05
H -2.78 2.31 -0.02
C -2.27 1.43 -0.13
H -3.30 -0.27 0.47
C 0.71 -0.26 0.79
N -0.47 0.37 0.40
C -1.29 -0.59 -0.13
C 0.57 -1.57 0.54
N -1.03 1.54 0.24
C -2.63 -0.04 -0.32
H 4.40 0.21 -0.29
H -1.12 -2.74 -0.11
H 3.30 1.12 -1.67
*
```

***

| no. | orbital gap (eV) |
| --- | --- |
| 1 | 6.921 |
| 2 | 5.174 |